A cluster of 2 separate species, C6H10O in total, computed with the ωB97M-V functional and the def2-TZVPD basis.

Geometry (Å):
O -1.6325 1.4623 -3.1970
C -0.4121 -0.2151 0.7398
C -2.0858 0.6187 2.3197
C 1.6064 -1.3555 -0.1278
C 0.9024 -0.2189 0.4944
C -1.0746 0.8631 1.4987
C 2.6738 -1.2243 -0.9042
H -2.5917 1.3196 2.9670
H -1.0575 -0.9856 0.3406
H 3.1311 -0.2917 -1.2028
H -2.4845 -0.3859 2.3534
H -1.1259 1.3198 -2.3878
H -1.1042 1.0791 -3.9018
H -0.6001 1.8338 1.4491
H 1.2381 -2.3482 0.0920
H 1.4786 0.6574 0.7635
H 3.1387 -2.1286 -1.2968

Properties
- LUMO: 0.61 eV
- Kohn-Sham gap: 0.341 hartree
- HOMO energy: -0.3187 hartree
- SMILES: C=C/C=C/C=C.O
- Energy above the lowest of the compared OMol25 structures with the same formula, charge and spin: 154.1 kJ/mol

Mulliken atomic charge list, values in e, 8 entries: -0.644 -0.201 -0.718 -0.167 -0.390 -0.134 -0.747 0.270

---

A structure of composition C6H10O at a distorted geometry, computed with the ωB97M-V functional and the def2-TZVPD basis.

Geometry (Å):
O -0.0572 1.8822 0.6937
C -0.5708 1.4255 -0.2859
C -1.5486 0.6969 -1.8710
C 2.1781 -0.6875 1.8264
C -0.4040 0.1466 -1.0715
C -1.6871 1.7829 -1.1305
C -0.7368 -1.1547 -0.1181
H -2.0712 0.3207 -2.7363
H -1.6994 -1.0721 0.2395
H 2.1865 -0.7957 2.9403
H -2.3185 2.5883 -1.2209
H -0.0354 -1.1909 0.8146
H 3.1811 -0.8225 1.4387
H -0.4898 -1.9857 -0.6715
H 1.5435 -1.4162 1.3021
H 0.5732 0.0611 -1.5559
H 1.9565 0.2211 1.4063

Properties
- Spin multiplicity: 3
- LUMO (spin up / spin down): 1.05 / -2.60 eV
- ⟨S²⟩: 2.02
- Kohn-Sham gap (spin up / spin down): 0.256 / 0.267 hartree
- HOMO energy (spin up / spin down): -0.2177 / -0.3627 hartree
- Energy above the lowest of the compared OMol25 structures with the same formula, charge and spin: 56.7 kJ/mol

Mulliken atomic charge list, values in e, 8 entries: -0.373 0.237 -0.658 -0.895 0.434 -0.782 -1.090 0.446

---

A cluster of 2 separate species, C6H10O in total at a distorted geometry, computed with the ωB97M-V functional and the def2-TZVPD basis.

Geometry (Å):
O 0.7648 -3.1046 -2.9823
C 0.6155 1.2771 0.1170
C 0.5439 -1.4013 1.5575
C 0.5570 2.3903 -0.6671
C -1.8562 1.0128 0.3499
C -0.2816 -0.3681 1.6939
C -0.5436 0.5713 0.5715
H 1.1058 -1.5720 0.6542
H -2.6776 0.3441 0.5719
H -1.9918 2.0799 0.2095
H 0.2722 -3.2032 -2.1576
H 0.8728 -1.9282 2.4393
H -0.7404 -0.1400 2.6448
H -0.4333 2.7699 -0.8525
H 1.3840 2.7067 -1.2870
H 1.5386 0.7143 0.1607
H 0.8699 -2.1490 -3.0238

Properties
- Spin multiplicity: 2
- LUMO (spin up / spin down): -6.27 / -8.08 eV
- ⟨S²⟩: 0.79
- Kohn-Sham gap (spin up / spin down): 0.292 / 0.226 hartree
- Net charge: +1
- HOMO energy (spin up / spin down): -0.5225 / -0.5225 hartree
- Energy above the lowest of the compared OMol25 structures with the same formula, charge and spin: 288.0 kJ/mol

Mulliken atomic charge list, values in e, 8 entries: -0.605 -0.141 -0.643 -0.629 -0.677 -0.290 0.930 0.295

---

An isolated molecule of C6H10O2 at a distorted geometry, computed with the ωB97M-V functional and the def2-TZVPD basis.

Geometry (Å):
O 0.3063 -1.1705 1.0292
O -0.2499 0.5010 -1.3946
C 0.5800 1.8949 1.6570
C 0.0110 1.8726 -1.0721
C -0.8632 -1.3506 0.2248
C -1.3115 -0.0621 -0.5978
C 1.5090 -1.5498 0.3407
C 0.5028 2.0082 0.4367
H 1.5388 -1.2359 -0.7508
H 0.5836 1.5837 2.7381
H -1.8357 0.6731 0.0808
H -2.1033 -0.4274 -1.3418
H -1.7191 -1.5700 0.9526
H 1.6959 -2.6768 0.3904
H 0.7946 2.3544 -1.7307
H -0.9674 2.4379 -1.1755
H 2.3630 -0.9839 0.8451
H -0.8088 -2.2587 -0.4675

Properties
- LUMO: 1.00 eV
- Kohn-Sham gap: 0.382 hartree
- HOMO energy: -0.3456 hartree
- SMILES: C#CCOCCOC
- Energy above the lowest of the compared OMol25 structures with the same formula, charge and spin: 413.6 kJ/mol

Mulliken atomic charge list, values in e, 8 entries: -0.300 -0.351 0.152 -0.413 -0.434 -0.480 -0.648 -0.467

---

An isolated molecule of C6H10O2 at a distorted geometry, computed with the ωB97M-V functional and the def2-TZVPD basis.

Geometry (Å):
O 1.7311 -2.0003 -1.2788
O -0.4419 -1.4672 -1.3998
C -0.1589 1.7353 0.7660
C -2.3129 1.5234 1.7875
C 0.6653 0.9584 -0.3139
C 0.6083 -1.3819 -0.8238
C -1.2972 0.9508 1.1420
C 0.9742 -0.4156 0.2349
H 1.6114 1.4590 -0.5221
H -3.2627 1.0699 2.2297
H 0.5573 2.0635 1.5790
H 0.2883 1.0306 -1.2549
H -0.3878 2.7399 0.2047
H -1.5391 -0.0010 0.6870
H 2.0555 -0.3541 0.5505
H 1.5491 -2.4260 -2.1395
H -2.3870 2.6166 2.1882
H 0.3285 -0.6812 1.1494

Properties
- LUMO: 0.80 eV
- Kohn-Sham gap: 0.380 hartree
- HOMO energy: -0.3501 hartree
- SMILES: C=CCCCC(=O)O
- Energy above the lowest of the compared OMol25 structures with the same formula, charge and spin: 165.0 kJ/mol

Mulliken atomic charge list, values in e, 8 entries: -0.472 -0.551 -0.339 -0.921 -0.986 0.501 0.069 -0.433

---

An isolated molecule of C6H10O2S at a distorted geometry, computed with the ωB97M-V functional and the def2-TZVPD basis.

Geometry (Å):
S -1.3385 -0.2781 1.8626
O -1.3056 -1.3111 0.6288
O -1.9868 0.9412 1.4698
C 0.3726 0.0636 -0.4649
C 0.5308 0.1410 1.7830
C -0.9037 -1.6446 -1.8187
C 1.4895 0.3645 -1.3745
C 0.7406 1.4004 2.4151
C -0.8941 -0.6066 -0.6766
H 1.7114 1.9015 2.2947
H 0.6684 1.0677 3.4215
H -0.5225 -1.1251 -2.7507
H 1.2062 0.9723 -2.2553
H 0.0119 2.2024 2.1785
H -0.1955 -2.3229 -1.5112
H 1.6608 -0.6956 -1.6349
H 2.2997 0.8210 -0.9097
H -1.9097 -2.0363 -1.8054
H -1.6356 0.1445 -0.8523

Properties
- LUMO (spin up / spin down): 0.52 / -1.07 eV
- Kohn-Sham gap (spin up / spin down): 0.335 / 0.240 hartree
- HOMO energy (spin up / spin down): -0.3161 / -0.2793 hartree
- Energy above the lowest of the compared OMol25 structures with the same formula, charge and spin: 665.7 kJ/mol

Mulliken atomic charge list, values in e, 8 entries: 0.500 -0.314 -0.537 -0.029 -0.052 -1.527 -1.031 -0.962

---

An isolated molecule of C6H10O2S at a distorted geometry, computed with the ωB97M-V functional and the def2-TZVPD basis.

Geometry (Å):
S -3.0850 -0.3736 -0.0474
O -3.0908 -0.5893 1.3769
O -1.5528 0.1401 -0.3727
C 3.4945 -0.0405 -0.0235
C 1.9763 -0.0953 0.0907
C -3.4765 1.4534 -0.3604
C 0.7716 0.3032 0.4948
C -0.4382 -0.5279 0.1724
C 2.8042 -1.2786 -0.6091
H 0.6283 1.2297 0.9476
H -0.8390 -0.8021 1.1993
H -2.8137 1.9799 0.3534
H -4.4840 1.6903 0.0584
H -3.4922 1.6024 -1.4493
H 4.0346 0.6625 -0.5140
H 3.8724 -0.2996 0.9480
H 2.7619 -2.2919 -0.2019
H 2.9998 -1.3482 -1.6482
H -0.0714 -1.4147 -0.4147

Properties
- LUMO: 0.90 eV
- Kohn-Sham gap: 0.378 hartree
- HOMO energy: -0.3452 hartree
- Energy above the lowest of the compared OMol25 structures with the same formula, charge and spin: 340.1 kJ/mol

Mulliken atomic charge list, values in e, 8 entries: 0.530 -0.554 -0.249 -0.463 -0.081 -0.835 -0.309 -0.283

---

An isolated molecule of C6H10O3 at a distorted geometry, computed with the ωB97M-V functional and the def2-TZVPD basis.

Geometry (Å):
O 0.3215 1.4335 -0.7286
O 0.1007 0.6894 1.4999
O 0.7717 -0.7474 -0.4637
C -1.3894 -0.1223 -0.1651
C 2.1147 -0.4726 -0.7571
C -3.9924 -0.6755 -0.0550
C -2.5532 -0.3619 0.1646
C 0.0218 0.2993 -0.0961
C 2.9332 0.1951 0.3453
H -4.5156 -0.8356 0.9510
H 2.2205 0.9817 0.7290
H 2.5761 -1.5286 -0.8344
H 3.1246 -0.5508 1.1105
H -4.0735 -1.6272 -0.6867
H -0.2151 2.1285 -0.5176
H 2.1752 0.0919 -1.6488
H 3.8832 0.5139 -0.0424
H -4.4139 0.1239 -0.7210
H 0.9098 0.4646 1.9162

Properties
- LUMO: 0.76 eV
- Kohn-Sham gap: 0.383 hartree
- HOMO energy: -0.3555 hartree
- SMILES: CC#CC(O)(O)OCC
- Energy above the lowest of the compared OMol25 structures with the same formula, charge and spin: 367.2 kJ/mol

Mulliken atomic charge list, values in e, 8 entries: -0.465 -0.567 -0.337 -1.052 -0.257 -0.968 0.723 0.964

---

An isolated molecule of C6H10O3S at a distorted geometry, computed with the ωB97M-V functional and the def2-TZVPD basis.

Geometry (Å):
S -0.4694 0.4212 1.2927
O 0.2013 -0.5930 2.1651
O -0.8319 -0.4793 -1.2919
O -0.4650 -2.0609 0.2002
C 2.0325 0.5573 0.4911
C -2.7239 -0.7258 0.0917
C -1.2047 -0.9629 -0.1147
C 3.2711 1.1038 -0.2441
C -3.5275 -0.1062 -0.7528
C 0.8203 1.1025 0.2846
H 3.2372 0.7164 -1.3081
H -3.1628 0.0536 -1.7101
H 0.0792 -0.6074 -1.6320
H -4.5299 0.0208 -0.2936
H -0.0571 -1.7740 1.0982
H 4.2037 0.5817 0.2712
H 2.2987 -0.4457 0.9397
H 0.5163 1.9940 -0.2408
H -2.9514 -0.9933 1.0336
H 3.2634 2.1973 -0.2803

Properties
- LUMO: 0.45 eV
- Kohn-Sham gap: 0.331 hartree
- HOMO energy: -0.3143 hartree
- Energy above the lowest of the compared OMol25 structures with the same formula, charge and spin: 229.7 kJ/mol

Mulliken atomic charge list, values in e, 8 entries: 0.281 -0.688 -0.536 -0.581 0.244 -0.487 0.689 -0.995

---

A structure of composition C6H10O4 at a distorted geometry, computed with the ωB97M-V functional and the def2-TZVPD basis.

Geometry (Å):
O -1.3209 2.1099 -0.8529
O 2.0114 -0.7467 -1.1673
O 1.1107 1.0383 1.5941
O -2.6308 -0.8619 0.4778
C 1.3569 -0.5308 0.1557
C 0.0003 1.2844 -0.7471
C -1.1639 0.9071 -0.0119
C 1.1287 0.9551 0.0494
C -0.1235 -1.2836 0.3394
C -1.4876 -0.5418 -0.3339
H 1.6773 2.1599 1.9470
H 1.8818 -0.7692 1.0650
H 2.0899 1.2824 -0.5391
H 2.4112 -1.7852 -1.2926
H -1.2386 1.0453 1.1789
H -0.3795 -1.4032 1.3222
H -0.4307 -2.3211 -0.1662
H -1.6039 -0.7217 -1.3394
H 0.0990 0.7594 -1.5784
H -3.3878 -0.5767 -0.1007

Properties
- LUMO: 0.21 eV
- Kohn-Sham gap: 0.355 hartree
- HOMO energy: -0.3478 hartree
- Energy above the lowest of the compared OMol25 structures with the same formula, charge and spin: 837.7 kJ/mol

Mulliken atomic charge list, values in e, 8 entries: -0.505 -0.596 -0.655 -0.560 -0.078 -0.570 0.210 0.058

---

What did the second record say?
A structure of composition C6H10O at a distorted geometry, computed with the ωB97M-V functional and the def2-TZVPD basis.

Geometry (Å):
O -0.0572 1.8822 0.6937
C -0.5708 1.4255 -0.2859
C -1.5486 0.6969 -1.8710
C 2.1781 -0.6875 1.8264
C -0.4040 0.1466 -1.0715
C -1.6871 1.7829 -1.1305
C -0.7368 -1.1547 -0.1181
H -2.0712 0.3207 -2.7363
H -1.6994 -1.0721 0.2395
H 2.1865 -0.7957 2.9403
H -2.3185 2.5883 -1.2209
H -0.0354 -1.1909 0.8146
H 3.1811 -0.8225 1.4387
H -0.4898 -1.9857 -0.6715
H 1.5435 -1.4162 1.3021
H 0.5732 0.0611 -1.5559
H 1.9565 0.2211 1.4063

Properties
- Spin multiplicity: 3
- LUMO (spin up / spin down): 1.05 / -2.60 eV
- ⟨S²⟩: 2.02
- Kohn-Sham gap (spin up / spin down): 0.256 / 0.267 hartree
- HOMO energy (spin up / spin down): -0.2177 / -0.3627 hartree
- Energy above the lowest of the compared OMol25 structures with the same formula, charge and spin: 56.7 kJ/mol

Mulliken atomic charge list, values in e, 8 entries: -0.373 0.237 -0.658 -0.895 0.434 -0.782 -1.090 0.446

---

What is the formula in the tenth record? C6H10O4